# 1
Below is an isolated ion of composition C6H7N2OSi and charge +1 at a distorted geometry, with properties calculated with ωB97M-V/def2-TZVPD.

Geometry as XYZ:
```
17
C6H7N2OSi, DFT ωB97M-V/def2-TZVPD
C -1.5030 -1.4534 -0.1347
C -1.4679 -0.0766 -0.1156
C 0.6207 -0.8671 0.0720
C 0.5477 1.4927 -0.0041
C 1.8951 1.4048 -0.0812
C -2.6325 0.7846 0.1091
N -0.1030 0.2367 -0.0037
N -0.2587 -1.8999 0.0724
O -3.6950 0.3116 -0.1085
Si 2.5688 -0.3480 -0.0673
H -2.3574 -1.9878 -0.2463
H -0.1653 2.2853 -0.0423
H 2.6104 2.2876 -0.1612
H -2.3697 1.8626 0.5653
H -0.1477 -2.8997 0.2330
H 3.0272 -0.7049 1.2293
H 3.4302 -0.4284 -1.3162
```

Summary:
Maximum force   3.48 eV/A
SMILES   O=Cc1c[nH+]c2n1C=C[SiH2]2
Highest occupied orbital energy   -14.02 eV
Charge   +1

Atomic partial charges in e from the natural (NBO) method, atoms 1 to 8:
1 C 0.040
2 C -0.004
3 C 0.134
4 C -0.001
5 C -0.596
6 C 0.403
7 N -0.308
8 N -0.465

---

# 2
Below is one molecule with the formula C6H7N3 at a distorted geometry, with properties calculated with ωB97M-V/def2-TZVPD.

Geometry as XYZ:
```
16
C6H7N3, DFT ωB97M-V/def2-TZVPD
C 1.0416 -0.5803 1.3202
C 0.6615 -0.5100 -0.0802
C -0.0751 -1.7989 -0.4041
C -0.8023 -0.5072 -0.3989
C -1.4357 0.5631 0.4529
C 0.5170 1.6998 -0.4192
H -0.1723 -2.4864 0.4120
H -0.0502 -2.3204 -1.3614
H -0.9271 -0.1870 -1.4247
H -1.3880 0.4638 1.5573
H -2.4898 0.7935 0.1972
H 1.0078 2.6339 -0.7804
H 2.2355 0.6119 -0.8106
N 1.2818 -0.7377 2.4482
N -0.6401 1.8039 0.0940
N 1.2353 0.5580 -0.8023
```

Summary:
Maximum force   2.05 eV/A
SMILES   N#C[C@@]12C[C@H]1CN=CN2
Highest occupied orbital energy   -9.60 eV
Charge   0

Atomic partial charges in e from the natural (NBO) method, atoms 1 to 8:
1 C 0.259
2 C -0.042
3 C -0.349
4 C -0.229
5 C -0.248
6 C 0.255
7 H 0.239
8 H 0.237

---

# 3
Below is one molecule with the formula C6H7N3O at a distorted geometry, with properties calculated with ωB97M-V/def2-TZVPD.

Geometry as XYZ:
```
17
C6H7N3O, DFT ωB97M-V/def2-TZVPD
C -1.4153 -1.7722 0.5457
C -1.5867 -1.3870 1.8389
C -1.0647 -0.2096 2.2603
C -0.1136 0.2262 0.3018
C -0.6460 -0.9184 -0.3528
C 1.5545 0.8097 -1.4862
H -1.7442 -2.6342 0.3151
H -2.2209 -1.8279 2.4390
H -1.2428 -0.0215 3.4028
H -0.4943 -1.0149 -1.3530
H 0.9775 1.6960 0.2363
H 1.4858 2.6293 -2.2685
H 2.3533 1.2861 -3.1471
N -0.3042 0.5932 1.5595
N 0.6658 1.1629 -0.4402
N 1.9964 1.7845 -2.1885
O 1.7992 -0.4022 -1.6630
```

Summary:
Maximum force   7.83 eV/A
SMILES   NC(=O)Nc1ccccn1
Highest occupied orbital energy   -8.71 eV
Charge   0

Atomic partial charges in e from the natural (NBO) method, atoms 1 to 8:
1 C -0.110
2 C -0.300
3 C 0.078
4 C 0.379
5 C -0.255
6 C 0.765
7 H 0.189
8 H 0.205

---

# 4
Below is one molecule with the formula C6H7N3O at a distorted geometry, with properties calculated with ωB97M-V/def2-TZVPD.

Geometry as XYZ:
```
17
C6H7N3O, DFT ωB97M-V/def2-TZVPD
C -0.2373 2.1094 -1.4118
C -1.5767 1.5900 -1.4114
C -1.7668 0.3228 -0.8352
C 0.3282 0.2230 -0.0505
C 0.6545 1.3962 -0.6843
C 1.2696 -1.7653 1.2819
H 0.1648 3.0187 -1.8391
H -2.2211 1.8219 -1.9780
H -2.8711 -0.0497 -0.8434
H 1.7901 1.7617 -0.4108
H 2.1624 -0.2387 0.7777
H -0.7935 -1.8201 1.5137
H 0.0816 -3.0847 2.0801
N -0.8508 -0.3792 -0.1066
N 1.3706 -0.4937 0.5974
N 0.1548 -2.0940 1.8324
O 2.3409 -2.3182 1.4881
```

Summary:
Maximum force   13.61 eV/A
SMILES   NC(=O)Nc1ccccn1
Highest occupied orbital energy   -8.87 eV
Charge   0

Atomic partial charges in e from the natural (NBO) method, atoms 1 to 8:
1 C -0.146
2 C -0.263
3 C 0.064
4 C 0.375
5 C -0.275
6 C 0.779
7 H 0.229
8 H 0.177

---

# 5
Below is one molecule with the formula C6H7N3O at a distorted geometry, with properties calculated with ωB97M-V/def2-TZVPD.

Geometry as XYZ:
```
17
C6H7N3O, DFT ωB97M-V/def2-TZVPD
C -2.7537 2.9068 -0.5210
C -2.0330 0.0390 1.4721
C -2.7888 1.6100 -0.1486
C -0.1373 0.1499 0.0608
C 1.9091 -0.1021 -1.3024
C 1.4732 -1.7795 0.3618
N -2.8348 3.9434 -0.9979
N -2.6187 0.9804 0.9067
N 0.9431 -0.5716 -0.3028
O -0.7969 -0.4353 1.0643
H -2.2280 -0.4627 2.3847
H 2.2514 -0.9972 -1.8094
H 1.4663 0.8307 -1.7646
H 2.8121 0.1503 -0.8565
H 1.3165 -1.9119 1.4067
H 1.3523 -2.6258 -0.3964
H 2.6669 -1.7245 0.4426
```

Summary:
Maximum force   3.89 eV/A
Highest occupied orbital energy   -8.18 eV
Charge   0

Atomic partial charges in e from the natural (NBO) method, atoms 1 to 8:
1 C 0.131
2 C 0.320
3 C 0.174
4 C 0.286
5 C -0.400
6 C -0.457
7 N -0.250
8 N -0.330

---

# 6
Below is one molecule with the formula C6H7N3O at a distorted geometry, with properties calculated with ωB97M-V/def2-TZVPD.

Geometry as XYZ:
```
17
C6H7N3O, DFT ωB97M-V/def2-TZVPD
C -2.7439 -1.1511 0.3460
C -1.4169 0.4380 0.3082
C 1.5223 -1.5487 0.5301
C -0.5015 1.5633 0.0599
C 0.8836 0.9475 0.2470
C 0.5975 -0.4832 -0.3286
N -2.6653 0.1577 0.5883
N -1.6386 -1.7308 -0.0485
N -0.7410 -0.6540 0.0061
O 2.3923 -2.1978 0.0817
H -3.6824 -1.6422 0.5453
H 1.3066 -1.4654 1.5979
H -0.5867 1.7387 -1.0065
H -0.7378 2.3834 0.6708
H 1.7271 1.5068 -0.3440
H 1.1586 0.9208 1.3383
H 0.8521 -0.5741 -1.3707
```

Summary:
Maximum force   4.29 eV/A
SMILES   O=C[C@@H]1CCc2ncnn21
Highest occupied orbital energy   -9.75 eV
Charge   0

Atomic partial charges in e from the natural (NBO) method, atoms 1 to 8:
1 C 0.159
2 C 0.386
3 C 0.470
4 C -0.448
5 C -0.382
6 C -0.146
7 N -0.495
8 N -0.292

---

# 7
Below is one molecule with the formula C6H7N3O at a distorted geometry, with properties calculated with ωB97M-V/def2-TZVPD.

Geometry as XYZ:
```
17
C6H7N3O, DFT ωB97M-V/def2-TZVPD
C -0.5955 -0.5515 -1.5135
C -0.4800 -0.0439 0.0079
C 0.1748 1.0653 0.3217
C 0.1717 1.4693 1.6943
C -1.0096 -0.4414 2.3201
C -1.0839 -0.8938 0.9637
H 1.7352 -0.6204 -0.9835
H 2.0115 0.6916 -2.0836
H 0.4516 -1.3143 -2.8583
H 0.5049 1.7845 -0.2427
H 0.9155 2.4435 1.8987
H -1.5703 -0.6994 3.0573
H -1.6557 -1.8337 0.7666
N 1.7958 -0.3002 -1.7867
N 0.5901 -0.5090 -2.2221
N -0.3530 0.7533 2.6093
O -1.6031 -0.9999 -1.9489
```

Summary:
Maximum force   10.82 eV/A
SMILES   NNC(=O)c1ccncc1
Highest occupied orbital energy   -9.47 eV
Charge   0

Atomic partial charges in e from the natural (NBO) method, atoms 1 to 8:
1 C 0.665
2 C -0.114
3 C -0.265
4 C 0.088
5 C 0.045
6 C -0.229
7 H 0.346
8 H 0.365

---

# 8
Below is a 2-piece molecular cluster, C6H7N3O overall at a distorted geometry, with properties calculated with ωB97M-V/def2-TZVPD.

Geometry as XYZ:
```
17
C6H7N3O, DFT ωB97M-V/def2-TZVPD
C 2.0188 0.3646 -0.3192
C -1.8552 0.2021 0.8318
C -2.2246 -0.1529 -1.2490
C -0.8839 -0.6914 0.4293
C 1.5443 1.1182 0.5942
C 0.1831 -1.4475 1.0132
N 2.7548 -0.0415 -1.1853
N -2.6287 0.4893 -0.1802
N -1.1149 -0.8851 -0.9460
O 1.0782 -1.9637 0.3616
H -2.1942 0.6186 1.7746
H -2.5739 0.0872 -2.2149
H 1.7953 1.1068 1.6577
H 0.6294 1.6173 0.4407
H 0.1505 -1.6012 2.1551
H -0.5289 -1.4772 -1.3637
H 2.6445 -1.0501 -1.4673
```

Summary:
Maximum force   5.72 eV/A
SMILES   O=Cc1cnc[nH]1.C=C=N
Highest occupied orbital energy   -8.80 eV
Charge   0

Atomic partial charges in e from the natural (NBO) method, atoms 1 to 8:
1 C 0.427
2 C -0.018
3 C 0.195
4 C -0.065
5 C -0.666
6 C 0.410
7 N -0.622
8 N -0.459

---

# 9
Below is one molecule with the formula C6H7N3O2 at a distorted geometry, with properties calculated with ωB97M-V/def2-TZVPD.

Geometry as XYZ:
```
18
C6H7N3O2, DFT ωB97M-V/def2-TZVPD
C -2.4644 -0.7954 0.3644
C -1.9770 0.4638 0.3151
C -1.6008 -1.8008 0.0390
C -0.7275 0.8814 -0.2550
C 0.2233 -0.3595 -0.3697
C 2.7391 0.1112 0.0179
N -0.2912 -1.5297 -0.2721
N -0.7530 2.2765 -0.5324
N 1.7022 -0.6594 -0.4217
O 3.7446 -0.7229 0.1392
O 2.6942 1.2680 0.4051
H -3.4789 -1.1176 0.7811
H -2.6962 1.2148 0.4927
H -1.8877 -2.7860 -0.0781
H 0.2160 2.6664 -0.5454
H 1.7435 -1.6394 -0.6280
H 4.4646 -0.1767 0.6805
H -1.6510 2.7052 -0.1328
```

Summary:
Maximum force   5.21 eV/A
SMILES   Nc1cccnc1NC(=O)O
Highest occupied orbital energy   -7.98 eV
Charge   0

Atomic partial charges in e from the natural (NBO) method, atoms 1 to 8:
1 C -0.243
2 C -0.255
3 C -0.012
4 C 0.164
5 C 0.354
6 C 0.879
7 N -0.462
8 N -0.825

---

# 10
Below is one molecule with the formula C6H7N3O2Si at a distorted geometry, with properties calculated with ωB97M-V/def2-TZVPD.

Geometry as XYZ:
```
19
C6H7N3O2Si, DFT ωB97M-V/def2-TZVPD
C 2.8719 1.0144 0.1432
C 1.7893 1.8603 0.0817
C 2.8404 -0.3452 0.2613
C 0.5354 1.3336 0.0738
C 1.5736 -0.8946 0.3205
C 0.4212 -0.0668 0.2419
N 1.1796 -2.1564 0.5713
N -0.0875 -2.1616 0.7466
N -0.5068 -0.9194 0.5672
O -4.3743 -0.4999 -0.5348
O -2.1455 -0.6652 0.4384
Si -2.8430 -0.4656 -0.9872
H 3.8039 1.4639 0.4241
H 1.7739 3.0167 0.1625
H 3.6790 -0.9799 0.5446
H -0.3668 1.9479 0.2292
H -4.7547 -0.8471 0.3120
H -2.6075 -1.5077 -1.9126
H -2.7822 0.8726 -1.6837
```

Summary:
Maximum force   7.04 eV/A
SMILES   O[SiH2]On1nnc2ccccc21
Highest occupied orbital energy   -9.37 eV
Charge   0

Atomic partial charges in e from the natural (NBO) method, atoms 1 to 8:
1 C -0.236
2 C -0.191
3 C -0.176
4 C -0.224
5 C 0.061
6 C 0.049
7 N -0.209
8 N -0.023

---

# 11
Below is one molecule with the formula C6H7N3O3S at a distorted geometry, with properties calculated with ωB97M-V/def2-TZVPD.

Geometry as XYZ:
```
20
C6H7N3O3S, DFT ωB97M-V/def2-TZVPD
C 0.8033 3.6198 3.5275
C 0.8770 2.4272 2.7969
C -0.9640 0.7913 0.2604
C -0.5883 2.1269 0.7844
C 0.8393 -1.3889 -1.0437
C -0.1151 -1.4086 0.1709
N 0.5694 4.4870 4.2370
N 0.3055 1.9638 1.6984
N -1.3330 3.2689 0.4123
O -1.9439 0.4927 -0.4087
O 2.7336 0.5874 2.0961
O -0.0916 -0.1376 0.6966
S 1.3906 0.7567 2.5967
H 0.7058 -2.3183 -1.5455
H 0.5514 -0.4883 -1.8503
H 1.9117 -1.0835 -0.7350
H 0.2834 -2.0149 0.9890
H -1.1500 -1.6073 -0.2086
H -1.9913 2.9641 -0.2672
H -1.8601 3.9376 1.0623
```

Summary:
Maximum force   3.36 eV/A
Highest occupied orbital energy (spin up / spin down)   -8.15 / -8.15 eV
Charge   0

Atomic partial charges in e from the natural (NBO) method, atoms 1 to 8:
1 C 0.218
2 C -0.352
3 C 0.742
4 C 0.212
5 C -0.630
6 C -0.093
7 N -0.292
8 N -0.360

---

# 12
Below is one molecule with the formula C6H7N3O4 at a distorted geometry, with properties calculated with ωB97M-V/def2-TZVPD.

Geometry as XYZ:
```
20
C6H7N3O4, DFT ωB97M-V/def2-TZVPD
C -0.9532 1.0571 -1.4846
C -0.4010 1.2753 -0.0889
C -1.8600 0.1792 -1.8834
C -0.6530 0.1158 0.9624
C 1.5834 0.3138 0.3190
C 0.6521 -0.5636 0.9308
N -2.5941 -0.7552 -1.1680
N 2.9011 0.1375 0.2593
N 1.0027 -1.4980 1.8300
O 1.0101 1.3801 -0.1774
O 2.1969 -1.7975 1.8771
O 0.1951 -2.1204 2.4907
O -1.6652 -0.2184 1.5099
H -0.6077 1.8436 -2.1122
H -0.6808 2.2432 0.4267
H -2.1896 0.3053 -3.0248
H -2.2843 -1.7224 -1.4297
H 3.3703 -0.4960 0.8692
H 3.5478 0.9960 0.0516
H -2.5706 -0.6755 -0.1578
```

Summary:
Maximum force   4.42 eV/A
SMILES   N/C=C\[C@@H]1OC(N)=C([N+](=O)[O-])C1=O
Highest occupied orbital energy   -9.23 eV
Charge   0

Atomic partial charges in e from the natural (NBO) method, atoms 1 to 8:
1 C -0.332
2 C -0.031
3 C 0.061
4 C 0.557
5 C 0.650
6 C -0.274
7 N -0.840
8 N -0.753

---

# 13
Below is a 2-piece molecular cluster, C6H7N3O4 overall at a distorted geometry, with properties calculated with ωB97M-V/def2-TZVPD.

Geometry as XYZ:
```
20
C6H7N3O4, DFT ωB97M-V/def2-TZVPD
C -0.2573 -0.2676 1.2844
C 1.0372 -0.6200 1.4077
C 1.1959 1.3059 -0.7604
C 2.1990 0.2225 -0.5978
C -1.9249 -2.2508 -0.6966
C -0.9018 0.3798 0.0660
N -0.1724 0.7492 -1.0897
N -2.1675 0.9036 0.1677
N 2.0200 -0.6267 0.4753
O -1.9030 -2.0317 -1.8305
O -1.9318 -2.4919 0.4075
O -2.8839 0.7939 1.1310
O -2.5082 1.5192 -0.8594
H -0.9674 -0.4895 2.0794
H 1.4377 -1.1560 2.2366
H 1.0805 1.8421 0.1343
H 1.4419 1.9726 -1.5592
H 3.1187 0.0393 -1.0646
H -0.7692 1.4005 -1.5567
H 2.8563 -1.1944 0.6250
```

Summary:
Maximum force   5.00 eV/A
Highest occupied orbital energy (spin up / spin down)   -7.35 / -7.55 eV
Charge   0

Atomic partial charges in e from the natural (NBO) method, atoms 1 to 8:
1 C -0.273
2 C -0.078
3 C -0.307
4 C 0.008
5 C 1.024
6 C 0.207
7 N -0.591
8 N 0.446

---

# 14
Below is C6H7N4 as an isolated structure at a distorted geometry, with properties calculated with ωB97M-V/def2-TZVPD.

Geometry as XYZ:
```
17
C6H7N4, DFT ωB97M-V/def2-TZVPD
C 1.8186 -1.3740 0.5386
C 0.7245 -0.6314 0.1787
C -1.5746 -0.3619 -0.9537
C -2.2495 0.4532 -0.0640
C 0.6913 1.6888 -0.6265
C -0.7216 -0.8646 0.2351
N 2.9363 -0.5797 0.4491
N 2.5664 0.5810 0.0137
N 1.1851 0.5985 -0.0967
N -1.5424 0.0884 1.0185
H 1.9571 -2.3623 0.7295
H -1.6596 -0.7301 -1.9734
H -3.1323 0.9827 -0.2788
H -0.3447 1.8957 -0.9504
H 1.5476 2.2908 -0.6210
H -0.8476 -1.9262 0.4090
H -1.3544 0.2511 1.9925
```

Summary:
Maximum force   3.91 eV/A
Highest occupied orbital energy   -12.41 eV
Charge   +1

Atomic partial charges in e from the natural (NBO) method, atoms 1 to 8:
1 C -0.017
2 C 0.145
3 C -0.367
4 C 0.024
5 C 0.250
6 C -0.124
7 N -0.067
8 N -0.011

---

# 15
Below is C6H7N4 as an isolated structure at a distorted geometry, with properties calculated with ωB97M-V/def2-TZVPD.

Geometry as XYZ:
```
17
C6H7N4, DFT ωB97M-V/def2-TZVPD
C 0.4387 1.8703 1.2491
C -1.2371 -0.5789 -1.1017
C -0.3971 -1.6227 -1.0144
C -0.0276 0.8754 0.4270
C -1.0833 0.6824 -0.4152
C 1.1714 -0.6485 0.4850
N 0.8882 2.6611 1.9552
N 0.7681 -1.6432 -0.2632
N -1.9983 1.6426 -0.6192
N 2.2368 -0.5516 1.2231
H -2.1073 -0.6799 -1.7311
H -0.5979 -2.5366 -1.5479
H 1.3262 -2.4938 -0.3168
H -2.7903 1.4870 -1.2186
H -1.9197 2.5310 -0.1527
H 2.4027 0.2996 1.7467
H 2.9264 -1.2942 1.2947
```

Summary:
Maximum force   7.32 eV/A
2S+1   3
Highest occupied orbital energy (spin up / spin down)   -9.74 / -13.36 eV
⟨S²⟩   2.043
Charge   +1

Atomic partial charges in e from the natural (NBO) method, atoms 1 to 8:
1 C 0.100
2 C -0.305
3 C -0.060
4 C 0.063
5 C 0.089
6 C 0.549
7 N -0.160
8 N -0.525